[1]
C29H50Cl8CuN5O7Pd as an isolated structure, computed with ωB97M-V/def2-TZVPD.

Each line ends with the Mulliken charge.
Cartesian coordinates (Å):
C (-0.07403, 6.89612, -1.16041)  -1.12
C (1.03260, 6.30374, -0.30775)  -0.32
N (0.95458, 4.84550, -0.16684)  0.32
C (0.99758, 3.98613, 0.89612)  -1.10
C (1.04401, 2.60602, 0.52623)  0.14
N (1.21046, 2.65388, -0.79534)  0.38
C (1.14820, 4.00489, -1.23011)  -0.44
C (1.27747, 1.48846, -1.76167)  -0.56
H (-0.19674, 7.97766, -1.21800)  0.37
H (-1.05451, 6.42190, -1.11700)  0.31
H (0.37890, 6.74430, -2.14016)  0.33
H (0.82173, 6.73115, 0.67253)  0.31
H (2.00477, 6.57663, -0.71824)  0.33
H (1.10514, 4.47567, 1.85277)  0.48
H (1.07106, 1.66495, 1.05543)  0.43
H (1.18547, 4.39049, -2.23824)  0.38
H (1.91302, 0.70662, -1.34587)  0.08
H (1.67786, 1.75922, -2.73864)  0.40
H (0.27506, 1.11604, -1.97277)  0.19
Cu (0.50769, -2.70039, -5.44921)  0.71
Pd (-3.23629, -1.10342, -4.94479)  0.71
C (0.91350, -2.18642, -0.96649)  0.08
C (0.60250, -1.36437, 0.25492)  -0.05
C (-0.75965, -0.58202, 0.25987)  0.52
O (-0.97044, 0.20228, 1.15072)  -0.72
C (-1.66281, -0.92679, -0.82898)  -0.36
C (-1.35448, -1.70235, -1.88206)  0.41
C (0.02145, -2.36621, -1.97748)  0.04
O (0.42040, -2.87719, -3.12634)  -0.62
O (-2.30599, -1.81467, -2.77679)  -0.52
O (1.38756, -1.22088, 1.17174)  -0.24
H (1.92691, -2.54416, -1.07342)  0.44
H (-2.63714, -0.46926, -0.74088)  0.26
Cl (2.26284, -5.13558, 4.06586)  -0.19
C (3.19693, -3.88067, 3.08460)  -0.01
C (3.08676, -4.19219, 1.62820)  -0.31
Cl (3.99274, -3.13514, 0.57333)  -0.16
H (4.22447, -3.81745, 3.44275)  0.45
H (2.83054, -2.87437, 3.28760)  -0.17
H (2.04975, -4.13065, 1.29817)  -0.03
H (3.32411, -5.22525, 1.37410)  0.53
Cl (-5.18652, 2.06949, 3.69038)  -0.17
C (-4.06795, 1.07083, 2.65620)  -0.36
C (-4.49825, -0.39696, 2.41957)  0.17
Cl (-6.04766, -0.25095, 1.56123)  -0.15
H (-3.17263, 1.03674, 3.27697)  0.31
H (-3.97072, 1.67204, 1.75221)  0.05
H (-4.58400, -0.86090, 3.40217)  0.44
H (-3.76568, -0.92777, 1.81157)  -0.23
Cl (-2.23018, -3.99375, 3.27335)  -0.19
C (-0.58485, -3.31281, 3.69197)  -0.01
C (-0.50706, -1.80016, 3.90488)  0.89
Cl (-1.36395, -1.25309, 5.27115)  -0.17
H (-0.10312, -3.51220, 2.73474)  -0.24
H (-0.16581, -3.96061, 4.46195)  0.44
H (-0.85799, -1.24491, 3.03503)  -0.63
H (0.49241, -1.39127, 4.05311)  -0.11
Cl (-6.54120, -2.65980, -1.36880)  -0.18
C (-4.94277, -2.69227, -0.44045)  0.99
C (-4.10836, -3.91471, -0.73814)  -0.39
Cl (-4.81653, -5.56506, -0.52168)  -0.17
H (-5.09386, -2.56382, 0.63136)  0.21
H (-4.37361, -1.84687, -0.82704)  -0.86
H (-3.09744, -3.79504, -0.34851)  0.20
H (-3.86766, -4.05420, -1.79204)  0.21
C (2.42519, 1.46816, 3.97748)  0.27
O (2.23459, 1.98204, 5.10849)  -0.66
N (3.68767, 1.18966, 3.57331)  0.15
C (3.82028, 0.26810, 2.48403)  -0.77
C (4.85484, 1.54444, 4.39533)  -0.98
H (1.66618, 1.09360, 3.27335)  0.21
H (3.12752, 0.35437, 1.64693)  0.01
H (4.02529, -0.73980, 2.84488)  0.34
H (4.77535, 0.44905, 1.99088)  0.41
H (5.69682, 1.81544, 3.75837)  0.34
H (4.73251, 2.22254, 5.23990)  0.35
H (5.35765, 0.79748, 5.00961)  0.36
C (3.81547, -1.89839, -5.55887)  -0.01
O (2.79492, -2.48195, -5.64390)  -0.49
N (4.32197, -1.41777, -4.41326)  0.21
C (5.66370, -1.11335, -4.26556)  -0.95
C (3.59029, -1.50963, -3.17839)  -0.96
H (4.43783, -1.66832, -6.43747)  0.39
H (6.21475, -1.17130, -5.20422)  0.35
H (6.23159, -1.73747, -3.57558)  0.31
H (5.67587, -0.07283, -3.94109)  0.35
H (3.88967, -0.61245, -2.63661)  0.39
H (2.50903, -1.41592, -3.27935)  0.01
H (3.87766, -2.30183, -2.48706)  0.51
C (-5.21643, 0.65111, -2.57782)  -0.15
O (-4.59382, -0.03455, -3.35443)  -0.39
N (-4.76489, 1.74488, -1.94292)  0.22
C (-5.63831, 2.48496, -1.07921)  -0.82
C (-3.35637, 2.10092, -2.06899)  -0.85
H (-6.29332, 0.45095, -2.46629)  0.36
H (-5.45860, 3.55790, -1.01141)  0.31
H (-5.52722, 2.11376, -0.06041)  0.25
H (-6.65904, 2.29993, -1.41384)  0.32
H (-3.32474, 3.18893, -2.12686)  0.49
H (-2.82925, 1.70382, -1.20149)  0.21
H (-2.90278, 1.53981, -2.88600)  0.19

Output
Multiplicity: 5
Kohn-Sham gap (alpha / beta), eV: 4.50 / 4.43
Charge: +2
⟨S²⟩: 6.0432
DFT total energy, eV: -200942.4122
Strongest force on any atom, hartree/bohr: 0.1159
HOMO level (alpha / beta), eV: -11.77 / -12.71

[2]
C24H54N7O21PbS3 as an isolated structure, computed with ωB97M-V/def2-TZVPD.

Each line ends with the Mulliken charge.
Cartesian coordinates (Å):
Pb (-0.06698, 3.95319, -1.82990)  1.78
N (0.30901, 0.48123, -0.36486)  0.24
O (0.24476, 1.60599, -0.95049)  -0.38
O (-0.40612, 0.31832, 0.63832)  -0.51
O (1.06518, -0.40640, -0.76890)  -0.24
C (0.93471, -4.27108, -2.74720)  0.04
C (1.90935, -3.41663, -1.86918)  0.15
O (3.10041, -4.17195, -1.88725)  -0.34
S (3.37628, -4.88690, -3.31064)  1.08
O (4.09515, -6.09389, -3.08107)  -0.52
O (3.85834, -3.90033, -4.24595)  -0.54
O (1.76724, -5.11172, -3.54145)  -0.38
H (0.44804, -3.66748, -3.51166)  0.11
H (0.23400, -4.84883, -2.14893)  0.33
H (1.49844, -3.35767, -0.86596)  0.13
H (2.07165, -2.44153, -2.32438)  -0.14
C (0.52080, -2.27570, 2.68175)  1.26
C (0.72796, -1.50155, 3.96251)  0.09
O (0.04013, -2.18798, 4.98415)  -0.32
S (-0.08765, -3.77737, 4.61691)  1.06
O (-1.45140, -4.19882, 4.68391)  -0.54
O (0.87445, -4.50161, 5.40250)  -0.56
O (0.38519, -3.64195, 3.05737)  -0.40
H (1.37875, -2.13319, 2.02381)  -0.03
H (-0.40928, -2.07822, 2.14562)  -0.79
H (0.36223, -0.49938, 3.72058)  -0.11
H (1.76137, -1.34896, 4.28092)  0.36
C (4.26795, -1.43694, -0.62044)  0.27
C (4.03161, -0.12514, 0.18743)  1.16
O (5.33064, 0.09005, 0.78550)  -0.45
S (6.50895, -0.43135, -0.16695)  0.95
O (7.63339, -0.81621, 0.63416)  -0.57
O (6.70026, 0.53307, -1.22430)  -0.51
O (5.66353, -1.71112, -0.75569)  -0.36
H (3.97430, -1.23812, -1.65050)  -0.37
H (3.78151, -2.28374, -0.14812)  0.32
H (3.35955, -0.14356, 1.04012)  0.17
H (3.79974, 0.74017, -0.43293)  -0.71
C (4.72227, 3.04090, -2.61471)  -1.11
C (3.32023, 2.52218, -2.40756)  0.67
O (2.41692, 3.29886, -2.03307)  -0.61
N (3.02218, 1.28177, -2.81623)  0.21
C (3.93863, 0.40832, -3.54940)  -1.12
H (4.82136, 3.71098, -3.46411)  0.33
H (5.46167, 2.24486, -2.57367)  0.33
H (4.88690, 3.66435, -1.73137)  0.37
H (2.08762, 0.96008, -2.60236)  -0.03
H (3.33577, -0.34879, -4.04664)  0.38
H (4.68433, 0.04082, -2.84345)  0.34
H (4.48662, 0.86103, -4.37674)  0.35
C (-2.46719, 4.91235, 2.15016)  -1.60
C (-1.76264, 3.83503, 1.37599)  0.46
O (-1.31639, 4.11926, 0.24288)  -0.28
N (-1.64109, 2.63051, 1.91439)  1.24
C (-2.16034, 2.18939, 3.20607)  -0.90
H (-2.64152, 5.81370, 1.56682)  0.42
H (-1.92181, 5.24879, 3.03564)  0.35
H (-3.44198, 4.62062, 2.54710)  0.39
H (-1.15342, 1.95837, 1.32282)  -0.45
H (-1.53848, 2.48023, 4.05374)  0.29
H (-2.32021, 1.11902, 3.25746)  0.01
H (-3.12142, 2.66481, 3.40189)  0.33
C (-1.58329, -1.20279, -2.45053)  0.20
C (-2.29191, -1.86098, -3.59440)  0.35
O (-1.65273, -2.54729, -4.37675)  -0.68
N (-3.60602, -1.59294, -3.80398)  -0.12
C (-4.33548, -2.25192, -4.86347)  -1.05
H (-1.67530, -1.70837, -1.48591)  0.17
H (-1.98909, -0.21409, -2.20676)  -0.35
H (-0.53969, -1.11049, -2.73435)  0.10
H (-4.14144, -1.04208, -3.15938)  0.15
H (-3.70043, -2.57151, -5.68428)  0.37
H (-5.11841, -1.62397, -5.28606)  0.34
H (-4.76555, -3.16103, -4.43103)  0.34
C (-2.72064, -1.42123, 2.05825)  -0.40
C (-4.15239, -0.93235, 2.24520)  0.15
O (-4.42252, 0.07643, 2.87190)  -0.65
N (-5.05467, -1.70057, 1.58741)  -0.06
C (-6.45723, -1.36165, 1.65918)  -0.87
H (-2.44865, -1.19351, 1.02678)  0.09
H (-2.67949, -2.49889, 2.22155)  0.68
H (-2.08455, -0.92684, 2.78538)  -0.08
H (-4.72755, -2.55075, 1.16918)  0.26
H (-6.64403, -0.38019, 1.21179)  0.25
H (-6.92691, -1.20110, 2.63316)  0.30
H (-7.05147, -2.13801, 1.18175)  0.36
C (-3.62470, 2.25331, -4.11663)  -1.36
C (-3.20961, 2.23775, -2.65760)  0.55
O (-2.25474, 2.92777, -2.28062)  -0.51
N (-4.04286, 1.58557, -1.85250)  -0.04
C (-3.73469, 1.35815, -0.44102)  -0.32
H (-2.85731, 2.67649, -4.76401)  0.39
H (-4.40154, 3.01720, -4.21368)  0.36
H (-3.91557, 1.27596, -4.49389)  0.31
H (-4.82137, 1.09065, -2.24992)  0.39
H (-3.50116, 2.30805, 0.03262)  0.02
H (-2.87541, 0.69027, -0.35545)  -0.01
H (-4.59999, 0.88627, 0.01776)  0.24
C (2.84497, 1.89032, 5.93934)  -1.12
C (2.04084, 2.02948, 4.70076)  0.64
O (0.83939, 1.76172, 4.71287)  -0.55
N (2.71536, 2.35264, 3.57703)  -0.07
C (2.12511, 2.59608, 2.29385)  -0.62
H (3.00387, 0.86095, 6.25653)  0.27
H (2.39669, 2.42574, 6.77465)  0.31
H (3.83479, 2.34012, 5.81458)  0.36
H (3.71230, 2.46237, 3.63695)  0.30
H (1.29342, 1.92451, 2.06164)  -0.19
H (2.86708, 2.50496, 1.50061)  0.37
H (1.64319, 3.56562, 2.11707)  0.38

Output
Relative energy (zero: lowest compared OMol25 entry of this formula, charge and spin), kcal/mol: 0.0
Kohn-Sham gap, eV: 8.07
Charge: +1
DFT total energy, eV: -116936.5124
Strongest force on any atom, hartree/bohr: 0.0422
HOMO level, eV: -12.20

[3]
A 2-piece molecular cluster, C5H12NO2 overall, computed with ωB97M-V/def2-TZVPD.

Each line ends with the Mulliken charge.
Cartesian coordinates (Å):
C (-1.07395, -1.87429, 0.66287)  -0.51
O (0.24930, -2.38553, 0.82392)  -0.60
C (-1.29998, -1.33100, -0.74382)  -0.56
C (-0.55318, 0.03111, -0.92113)  -0.51
C (0.53807, 0.41847, 0.05064)  -1.49
C (0.29616, 1.17279, 1.19472)  0.10
N (1.08080, 1.57276, 2.17574)  -0.99
H (-1.71060, -2.73554, 0.88151)  0.39
H (-1.27934, -1.04394, 1.34369)  0.22
H (-0.94746, -2.01741, -1.50979)  0.35
H (-2.36728, -1.22676, -0.87109)  0.28
H (-1.22528, 0.90147, -0.98838)  0.33
H (-0.15414, 0.01972, -1.94441)  0.27
H (1.52730, 0.20202, -0.22106)  0.81
H (-0.76287, 1.47559, 1.28781)  0.32
H (1.98405, 1.10429, 2.08402)  0.20
H (1.35770, 2.76115, -0.80423)  0.37
H (1.70713, 1.80382, -1.82503)  0.34
H (0.78930, -1.59068, 0.96764)  0.42
O (1.84427, 2.74197, -1.64363)  -0.72

Output
Relative energy (zero: lowest compared OMol25 entry of this formula, charge and spin), kcal/mol: 65.3
Kohn-Sham gap, eV: 6.22
Charge: -1
DFT total energy, eV: -10964.1571
Strongest force on any atom, hartree/bohr: 0.0310
HOMO level, eV: -2.27

[4]
A 7-piece molecular cluster, C27H36N4O9 overall, computed with ωB97M-V/def2-TZVPD.

Each line ends with the Mulliken charge.
Cartesian coordinates (Å):
N (-32.35169, 6.72395, 5.52005)  -0.55
C (-31.68448, 5.55981, 5.80683)  -0.21
C (-30.93466, 5.42362, 6.98838)  -0.37
C (-30.88796, 6.53070, 7.87383)  -0.24
C (-31.49696, 7.74412, 7.53525)  -0.31
C (-32.22612, 7.78401, 6.34966)  -0.13
H (-31.67229, 4.74271, 5.10071)  0.35
H (-30.41027, 4.52620, 7.28173)  0.40
H (-30.31429, 6.48208, 8.78758)  0.36
H (-31.49086, 8.55582, 8.24765)  0.35
H (-32.78388, 8.68995, 6.16378)  0.34
N (-28.49714, 0.32265, 9.77519)  -0.56
C (-28.12865, 1.09007, 10.83740)  -0.13
C (-26.83276, 1.34271, 11.17864)  -0.34
C (-25.83092, 0.65020, 10.43951)  -0.21
C (-26.14628, -0.15982, 9.34751)  -0.48
C (-27.49682, -0.27441, 9.04780)  -0.20
H (-28.89653, 1.56451, 11.43043)  0.36
H (-26.61598, 2.12427, 11.89178)  0.37
H (-24.80268, 0.79656, 10.73565)  0.39
H (-25.32353, -0.43125, 8.70269)  0.39
H (-27.80541, -0.84230, 8.18254)  0.41
C (-34.70943, 1.99692, 10.88604)  -0.26
C (-34.95071, 0.56018, 11.24499)  -0.34
O (-36.10352, 0.64460, 12.00665)  -0.31
C (-36.16933, 1.78801, 12.60956)  0.70
O (-36.99280, 2.15395, 13.42480)  -0.55
O (-35.24967, 2.62206, 12.00079)  -0.33
H (-35.29025, 2.20934, 9.98847)  0.25
H (-33.65463, 2.25239, 10.78492)  0.29
H (-34.11915, 0.17281, 11.83367)  0.26
H (-35.10532, -0.08317, 10.37879)  0.29
C (-32.10496, 0.28167, 20.14598)  -0.23
C (-32.04609, 1.76030, 20.37847)  -0.29
O (-32.46101, 2.36060, 19.12285)  -0.33
C (-32.28129, 1.41618, 18.09144)  0.64
O (-32.47963, 1.56182, 16.89654)  -0.51
O (-32.04656, 0.17127, 18.72162)  -0.33
H (-33.01253, -0.17783, 20.53749)  0.24
H (-31.31083, -0.20366, 20.71335)  0.28
H (-31.02653, 2.09572, 20.56845)  0.25
H (-32.78604, 2.13588, 21.08523)  0.26
C (-24.26495, 5.85242, 8.57234)  -0.22
C (-24.52617, 7.18968, 7.85477)  -0.31
O (-23.20826, 7.81953, 7.82732)  -0.32
C (-22.28910, 6.90017, 8.01556)  0.69
O (-21.07094, 7.12776, 8.09587)  -0.57
O (-22.89233, 5.71586, 8.33907)  -0.31
H (-24.84173, 5.04421, 8.12264)  0.26
H (-24.53020, 5.86404, 9.62951)  0.24
H (-25.23650, 7.87591, 8.31589)  0.28
H (-24.77060, 7.01272, 6.80737)  0.26
C (-26.78121, -6.38407, 7.76263)  -1.07
C (-26.16394, -7.18254, 6.63927)  -0.47
C (-25.40714, -6.23045, 5.67959)  -0.44
C (-26.31122, -5.16556, 5.13911)  0.28
N (-27.06805, -4.38128, 4.74477)  -0.42
H (-27.62242, -5.84500, 7.32688)  0.33
H (-26.04701, -5.64376, 8.08042)  0.27
H (-27.16063, -7.00087, 8.57730)  0.34
H (-26.95201, -7.73525, 6.12785)  0.29
H (-25.54848, -8.01498, 6.98037)  0.34
H (-24.94734, -6.79348, 4.86737)  0.30
H (-24.61670, -5.77278, 6.27445)  0.25
C (-22.95239, -3.81943, 12.78481)  -1.08
C (-21.58359, -4.46062, 13.06005)  -0.47
C (-20.44458, -3.91345, 12.19194)  -0.38
C (-20.82062, -3.71625, 10.77803)  0.21
N (-21.12612, -3.47923, 9.70481)  -0.39
H (-22.86015, -2.73341, 12.77290)  0.29
H (-23.68600, -4.19139, 13.50004)  0.35
H (-23.25473, -4.10741, 11.77795)  0.31
H (-21.61195, -5.53268, 12.86516)  0.28
H (-21.28697, -4.43100, 14.10849)  0.33
H (-19.58049, -4.57470, 12.25681)  0.30
H (-20.12139, -2.97977, 12.65223)  0.25

Output
Relative energy (zero: lowest compared OMol25 entry of this formula, charge and spin), kcal/mol: 31.6
Kohn-Sham gap, eV: 9.84
DFT total energy, eV: -52967.8300
Strongest force on any atom, hartree/bohr: 0.0798
HOMO level, eV: -9.76
SMILES string: O=C1OCCO1.O=C1OCCO1.O=C1OCCO1.c1ccncc1.c1ccncc1.CCCC#N.CCCC#N